No. 1
Computed, not measured: C24H19Cl5N9O2RuS2 as an isolated structure, with ωB97M-V with the def2-TZVPD basis set.

Summary:
Gap between HOMO and LUMO (alpha / beta): 7.595 / 6.718 eV
Multiplicity: 2
ΔE to the lowest compared entry with this formula, charge and spin: 17.2 kcal/mol
<S²>: 0.761

Last column: Löwdin spin population.
Element x y z (Å)
Ru1 0.300 0.794 -0.244  0.82
N1 3.057 2.346 1.190  0.01
C1 1.805 2.708 1.565  0.02
N2 1.513 3.629 2.448  0.00
N3 0.144 3.668 2.464  0.03
N4 -0.351 2.823 1.651  0.00
N5 0.696 2.166 1.052  0.03
C2 3.276 1.272 0.371  0.00
N6 4.456 0.735 0.160  0.00
N7 4.202 -0.306 -0.670  0.00
N8 2.946 -0.385 -0.931  0.00
N9 2.315 0.620 -0.269  -0.01
H1 3.847 2.820 1.592  0.00
Cl1 -2.460 2.269 -0.594  0.01
C3 -1.168 2.958 -1.510  0.03
C4 0.047 2.274 -1.626  -0.02
C5 1.059 2.936 -2.348  0.02
Cl2 2.590 2.201 -2.627  0.01
C6 0.851 4.190 -2.919  -0.01
Cl3 2.107 4.956 -3.808  0.00
C7 -0.379 4.825 -2.786  0.03
Cl4 -0.642 6.359 -3.511  0.01
C8 -1.398 4.207 -2.083  -0.01
Cl5 -2.927 4.972 -1.921  0.00
O1 -1.619 -0.274 0.754  0.00
S1 -3.011 -0.730 0.367  0.00
C9 -3.119 -2.500 0.739  0.00
C10 -1.832 -3.252 0.418  0.00
C11 -0.826 -3.206 1.568  0.00
C12 0.558 -3.688 1.151  0.00
S2 1.581 -2.389 0.371  0.01
O2 0.564 -1.466 -0.294  0.02
C13 2.087 -1.569 1.868  0.00
C14 1.273 -0.636 2.495  0.00
C15 1.732 -0.002 3.639  0.00
C16 2.996 -0.297 4.137  0.00
C17 3.802 -1.228 3.497  0.00
C18 3.349 -1.871 2.354  0.00
C19 -3.094 -0.913 -1.416  0.00
C20 -1.978 -0.825 -2.228  0.00
C21 -2.118 -0.938 -3.605  0.00
C22 -3.375 -1.126 -4.160  0.00
C23 -4.494 -1.203 -3.341  0.00
C24 -4.357 -1.101 -1.966  0.00
H2 -3.960 -2.838 0.133  0.00
H3 -3.396 -2.581 1.793  0.00
H4 -1.384 -2.831 -0.482  0.00
H5 -2.077 -4.295 0.200  0.00
H6 -1.190 -3.831 2.388  0.00
H7 -0.756 -2.190 1.953  0.00
H8 0.499 -4.508 0.431  0.00
H9 1.159 -4.015 2.001  0.00
H10 0.291 -0.392 2.104  0.00
H11 1.103 0.728 4.134  0.00
H12 3.353 0.209 5.024  0.00
H13 4.793 -1.441 3.874  0.00
H14 3.982 -2.575 1.824  0.00
H15 -0.993 -0.689 -1.809  0.00
H16 -1.241 -0.881 -4.236  0.00
H17 -3.483 -1.213 -5.233  0.00
H18 -5.478 -1.331 -3.774  0.00
H19 -5.229 -1.152 -1.322  0.00

No. 2
Computed, not measured: C3H5FS2 as an isolated structure, with ωB97M-V with the def2-TZVPD basis set.

Summary:
Gap between HOMO and LUMO: 8.642 eV
ΔE to the lowest compared entry with this formula, charge and spin: 84.3 kcal/mol

Last column: Mulliken charge in e.
Element x y z (Å)
C1 -1.178 0.123 -0.243  -0.41
C2 -0.357 0.318 1.049  -0.13
C3 -0.662 -0.929 0.665  0.00
H1 0.562 -0.872 -1.729  0.14
H2 -2.104 0.535 -0.183  0.38
H3 -0.843 0.925 1.788  0.34
H4 1.261 1.573 2.538  0.14
H5 -1.629 -1.224 1.197  0.23
F1 0.209 -2.060 0.369  -0.29
S1 -0.336 0.086 -1.821  -0.23
S2 1.215 1.198 0.836  -0.18

No. 3
Computed, not measured: C44H48AsN10O2P2Ti as an isolated structure, with ωB97M-V with the def2-TZVPD basis set.

Summary:
Gap between HOMO and LUMO (alpha / beta): 6.698 / 6.460 eV
Multiplicity: 2
Total charge: +2
ΔE to the lowest compared entry with this formula, charge and spin: 19.0 kcal/mol
<S²>: 0.755

Last column: Löwdin spin population.
Element x y z (Å)
Ti1 0.960 -0.794 1.069  0.89
C1 4.094 -5.087 2.596  0.00
N1 3.782 -3.684 2.378  0.00
C2 4.702 -2.706 2.125  0.00
C3 3.998 -1.552 1.946  0.00
N2 2.661 -1.810 2.084  0.01
C4 2.554 -3.112 2.340  0.00
P1 1.009 -3.959 2.846  0.00
C5 0.250 -2.492 3.619  0.00
N3 0.187 -1.249 3.147  0.00
C6 -0.525 -0.538 4.076  0.00
C7 -0.895 -1.355 5.103  0.00
N4 -0.395 -2.586 4.806  0.00
C8 -0.591 -3.799 5.589  0.00
C9 -0.005 -3.861 1.339  0.00
N5 -0.761 -2.819 1.015  0.00
C10 -1.467 -3.203 -0.089  0.00
C11 -1.131 -4.482 -0.430  0.00
N6 -0.208 -4.895 0.489  0.00
C12 0.444 -6.192 0.500  0.00
H1 4.951 -5.174 3.261  0.00
H2 4.337 -5.574 1.651  0.00
H3 3.245 -5.593 3.047  0.00
H4 5.760 -2.900 2.092  0.00
H5 4.376 -0.563 1.748  0.00
H6 -0.749 0.510 3.979  0.00
H7 -1.455 -1.151 5.999  0.00
H8 -1.111 -3.549 6.509  0.00
H9 0.365 -4.254 5.842  0.00
H10 -1.189 -4.516 5.029  0.00
H11 -2.195 -2.557 -0.551  0.00
H12 -1.467 -5.126 -1.226  0.00
H13 -0.241 -6.942 0.112  0.00
H14 0.720 -6.461 1.518  0.00
H15 1.336 -6.182 -0.127  0.00
O1 1.268 -2.021 -0.240  -0.01
N7 2.342 -1.907 -0.955  0.04
N8 2.918 -0.795 -0.731  0.03
O2 2.345 0.047 0.114  -0.01
C13 4.160 -0.485 -1.344  0.00
C14 4.689 0.789 -1.185  0.00
C15 5.909 1.091 -1.764  0.00
C16 6.594 0.129 -2.491  0.01
C17 6.053 -1.141 -2.649  0.00
C18 4.835 -1.459 -2.080  0.00
H16 4.135 1.532 -0.627  0.00
H17 6.327 2.082 -1.647  0.00
H18 7.550 0.369 -2.938  0.00
H19 6.589 -1.889 -3.217  0.00
H20 4.395 -2.437 -2.206  0.00
C19 -1.068 2.300 -0.721  0.00
C20 -0.022 3.264 -1.243  0.00
As1 -0.842 5.025 -1.740  0.00
C21 -1.901 5.154 -0.090  0.00
C22 -3.193 4.670 0.086  0.00
C23 -3.817 4.765 1.323  0.00
C24 -3.156 5.339 2.399  0.00
C25 -1.868 5.831 2.234  0.00
C26 -1.251 5.744 0.994  0.00
C27 -2.191 4.355 -2.989  0.00
C28 -3.335 5.124 -3.195  0.00
C29 -4.300 4.731 -4.110  0.00
C30 -4.126 3.566 -4.846  0.00
C31 -2.975 2.811 -4.675  0.00
C32 -2.011 3.208 -3.758  0.00
P2 -0.675 0.500 -0.446  0.01
C33 -0.220 -0.045 -2.135  0.00
C34 -0.969 -0.929 -2.908  0.00
C35 -0.555 -1.260 -4.190  0.00
C36 0.607 -0.719 -4.719  0.00
C37 1.382 0.132 -3.944  0.00
C38 0.974 0.458 -2.660  0.00
C39 -2.414 0.010 -0.168  0.00
C40 -2.775 -0.393 1.118  0.00
C41 -4.101 -0.646 1.435  0.00
C42 -5.081 -0.500 0.465  0.00
C43 -4.734 -0.091 -0.816  0.00
C44 -3.410 0.174 -1.131  0.00
H21 -1.909 2.267 -1.414  0.00
H22 -1.451 2.651 0.235  0.00
H23 0.461 2.908 -2.150  0.00
H24 0.752 3.459 -0.499  0.00
H25 -3.722 4.218 -0.743  0.00
H26 -4.828 4.396 1.443  0.00
H27 -3.651 5.420 3.358  0.00
H28 -1.358 6.305 3.063  0.00
H29 -0.256 6.156 0.854  0.00
H30 -3.471 6.045 -2.638  0.00
H31 -5.184 5.337 -4.257  0.00
H32 -4.878 3.259 -5.561  0.00
H33 -2.819 1.917 -5.266  0.00
H34 -1.103 2.619 -3.665  0.00
H35 -1.880 -1.361 -2.515  0.00
H36 -1.148 -1.946 -4.782  0.00
H37 0.910 -0.963 -5.728  0.00
H38 2.302 0.546 -4.339  0.00
H39 1.587 1.112 -2.053  0.00
H40 -2.004 -0.524 1.864  0.00
H41 -4.372 -0.957 2.436  0.00
H42 -6.117 -0.698 0.708  0.00
H43 -5.499 0.033 -1.571  0.00
H44 -3.160 0.510 -2.131  0.00
N9 0.287 2.146 2.052  0.00
N10 1.341 1.203 2.288  0.00
H45 0.535 3.074 2.382  0.00
H46 -0.545 1.861 2.550  0.00
H47 1.614 1.184 3.268  0.00
H48 2.142 1.547 1.770  0.00

No. 4
Computed, not measured: CHCdLiO2 as an isolated structure, with ωB97M-V with the def2-TZVPD basis set.

Summary:
Gap between HOMO and LUMO: 8.223 eV
Total charge: +2
ΔE to the lowest compared entry with this formula, charge and spin: 24.8 kcal/mol

Last column: Mulliken charge in e.
Element x y z (Å)
O1 -2.309 0.096 -0.251  -0.11
C1 -1.270 0.562 -0.436  0.12
H1 0.310 0.899 0.395  0.47
O2 0.822 -0.026 0.029  -0.65
Li1 -0.223 -1.559 0.469  0.90
Cd1 2.670 0.028 -0.206  1.27

No. 5
Computed, not measured: a 2-piece molecular cluster, C5H5Cl overall, with ωB97M-V with the def2-TZVPD basis set.

Summary:
Gap between HOMO and LUMO (alpha / beta): 6.427 / 7.371 eV
Multiplicity: 3
ΔE to the lowest compared entry with this formula, charge and spin: 75.7 kcal/mol
<S²>: 2.006

Last column: Löwdin spin population.
Element x y z (Å)
C1 -0.452 -3.006 0.574  0.00
C2 0.189 1.983 -0.372  0.29
C3 2.453 0.869 0.135  0.70
C4 1.259 1.361 -0.067  0.62
C5 -0.195 -1.829 0.579  0.00
Cl1 2.535 -0.924 -0.118  0.22
H1 0.148 -0.847 0.286  0.00
H2 -0.580 -4.031 0.479  0.00
H3 -0.517 2.181 0.500  0.06
H4 -0.014 2.516 -1.324  0.06
H5 3.431 1.412 0.172  0.04

No. 6
Computed, not measured: one molecule with the formula C4H10O2Si, with ωB97M-V with the def2-TZVPD basis set.

Summary:
SMILES: C[Si](C)(C)OC=O
Gap between HOMO and LUMO: 10.532 eV
ΔE to the lowest compared entry with this formula, charge and spin: 39.4 kcal/mol

Last column: Mulliken charge in e.
Element x y z (Å)
C1 -0.032 1.134 1.532  -1.10
Si1 0.094 -0.224 0.095  0.68
C2 1.155 -1.710 0.616  -1.03
C3 0.205 0.466 -1.641  -0.95
O1 -1.851 -1.086 0.263  -0.48
C4 -2.835 -0.396 -0.273  0.18
O2 -2.768 0.758 -0.611  -0.48
H1 -0.326 2.067 0.988  0.27
H2 -0.881 0.872 2.122  0.33
H3 0.707 1.116 2.288  0.42
H4 0.695 -2.679 1.060  0.29
H5 1.589 -2.063 -0.349  0.31
H6 2.046 -1.331 1.171  0.33
H7 0.909 -0.071 -2.329  0.34
H8 -0.751 0.095 -2.004  0.29
H9 0.332 1.582 -1.793  0.29
H10 -3.898 -0.929 -0.299  0.31

No. 7
Computed, not measured: a 10-piece molecular cluster, C28H78N2O14 overall, with ωB97M-V with the def2-TZVPD basis set.

Summary:
SMILES: COC[C@H](C)N.COC[C@H](C)N.CC(C)O.CC(C)O.CC(C)O.CC(C)O.OCCO.OCCO.OCCO.OCCO
Gap between HOMO and LUMO: 9.092 eV
ΔE to the lowest compared entry with this formula, charge and spin: 0.0 kcal/mol

Last column: Mulliken charge in e.
Element x y z (Å)
C1 -1.225 -2.633 -5.654  -0.34
O1 -2.518 -2.896 -5.267  -0.37
C2 -2.717 -3.388 -3.928  -0.03
C3 -4.165 -3.163 -3.580  0.32
C4 -4.733 -1.688 -3.727  -1.46
N1 -4.333 -3.606 -2.208  -0.75
H1 -1.123 -2.103 -6.600  0.29
H2 -0.609 -3.517 -5.820  0.31
H3 -0.800 -1.990 -4.883  -0.07
H4 -2.532 -4.435 -3.686  0.33
H5 -2.234 -2.746 -3.192  -0.18
H6 -4.708 -3.869 -4.208  0.30
H7 -4.864 -1.353 -4.756  0.38
H8 -4.191 -0.846 -3.298  0.21
H9 -5.751 -1.661 -3.339  0.43
H10 -5.260 -3.531 -1.814  0.29
H11 -4.151 -4.599 -2.181  0.25
C5 4.098 2.988 -0.223  -0.67
O2 3.472 2.445 0.884  0.54
C6 4.066 2.798 2.161  -1.34
C7 3.506 1.862 3.334  1.35
C8 4.054 2.301 4.726  -1.55
N2 3.895 0.453 2.928  -0.72
H12 3.982 4.056 -0.407  0.12
H13 3.464 2.525 -0.980  -0.05
H14 5.122 2.616 -0.247  0.40
H15 5.146 2.669 2.087  0.55
H16 3.831 3.842 2.368  0.28
H17 2.423 1.985 3.300  -0.27
H18 5.097 2.040 4.908  0.36
H19 3.476 1.664 5.395  0.36
H20 3.883 3.302 5.122  0.37
H21 3.223 -0.196 3.312  0.32
H22 3.848 0.298 1.932  0.11
C9 -4.874 4.463 1.243  -1.35
C10 -3.889 3.218 1.150  0.51
C11 -3.558 2.597 -0.184  -0.97
O3 -2.696 3.510 1.798  -0.59
H23 -5.868 4.030 1.129  0.41
H24 -4.574 5.281 0.588  0.28
H25 -4.874 4.695 2.308  0.42
H26 -4.166 2.365 1.769  0.22
H27 -3.090 1.614 -0.243  0.02
H28 -2.851 3.252 -0.694  0.30
H29 -4.523 2.675 -0.684  0.40
H30 -2.915 3.865 2.663  0.21
C12 1.766 2.105 -3.538  -0.99
C13 0.890 1.687 -4.648  0.52
C14 -0.255 0.690 -4.362  -1.19
O4 0.230 2.833 -5.082  -0.58
H31 2.313 1.236 -3.173  0.21
H32 1.301 2.236 -2.562  0.20
H33 2.416 2.964 -3.705  0.41
H34 1.435 1.075 -5.367  0.14
H35 0.091 -0.034 -3.624  0.04
H36 -0.752 0.233 -5.218  0.45
H37 -1.047 1.256 -3.872  0.39
H38 -0.487 2.528 -5.642  0.36
C15 -1.062 0.577 3.798  -0.16
C16 -1.214 -0.517 4.890  0.49
C17 -0.542 -1.849 4.774  -0.48
O5 -0.566 0.104 6.080  -0.62
H39 -1.711 1.453 3.792  0.37
H40 -1.282 0.051 2.869  -0.26
H41 -0.026 0.823 3.566  -0.22
H42 -2.274 -0.715 5.046  0.35
H43 0.386 -1.768 4.209  0.00
H44 -1.189 -2.477 4.162  -0.18
H45 -0.194 -2.362 5.671  0.46
H46 0.175 0.606 5.732  0.32
C18 4.601 -0.242 -0.839  -0.01
C19 4.989 -1.573 -1.504  0.00
C20 5.419 -2.595 -0.500  -0.86
O6 3.989 -2.164 -2.303  -0.60
H47 5.414 0.064 -0.180  0.44
H48 3.789 -0.460 -0.145  -0.43
H49 4.289 0.455 -1.617  0.05
H50 5.841 -1.350 -2.146  0.39
H51 6.063 -2.188 0.280  0.36
H52 6.095 -3.333 -0.930  0.34
H53 4.491 -3.099 -0.229  -0.06
H54 3.256 -2.435 -1.745  0.35
O7 -2.969 -2.626 -0.170  -0.08
C21 -3.744 -2.302 0.976  -0.27
C22 -3.968 -3.453 1.951  -0.60
O8 -2.770 -3.758 2.616  -0.41
H55 -3.509 -2.990 -0.876  0.10
H56 -3.256 -1.485 1.508  -0.02
H57 -4.638 -1.881 0.517  0.43
H58 -4.359 -4.239 1.305  0.19
H59 -4.630 -3.261 2.795  0.56
H60 -2.971 -4.300 3.383  0.27
O9 1.459 7.015 0.907  -0.61
C23 1.726 5.688 0.547  -0.52
C24 0.820 4.673 1.308  0.50
O10 -0.467 4.539 0.717  -0.53
H61 0.625 7.373 0.596  0.33
H62 1.727 5.602 -0.539  0.33
H63 2.799 5.590 0.710  0.18
H64 0.587 4.859 2.357  0.31
H65 1.200 3.655 1.232  -0.20
H66 -1.131 4.068 1.227  0.33
O11 1.376 -0.450 0.810  0.09
C25 0.849 0.076 -0.397  -0.38
C26 -0.593 -0.477 -0.675  0.61
O12 -0.434 -1.796 -1.175  -0.49
H67 1.721 -1.327 0.629  0.03
H68 0.970 1.136 -0.176  0.18
H69 1.528 -0.007 -1.246  -0.14
H70 -1.171 0.189 -1.315  0.16
H71 -1.125 -0.774 0.229  -0.23
H72 -1.228 -2.272 -0.920  0.18
O13 1.930 -3.217 -0.183  -0.21
C27 1.548 -4.421 0.478  -0.93
C28 0.132 -4.427 1.121  0.00
O14 -0.817 -4.220 0.116  -0.52
H73 1.139 -2.986 -0.676  0.14
H74 1.685 -5.249 -0.218  0.33
H75 2.222 -4.529 1.327  0.38
H76 0.079 -3.622 1.854  -0.08
H77 -0.132 -5.388 1.562  0.48
H78 -1.647 -4.009 0.550  0.14

No. 8
Computed, not measured: one molecule with the formula C4H2N2S, with ωB97M-V with the def2-TZVPD basis set.

Summary:
Gap between HOMO and LUMO: 8.851 eV
ΔE to the lowest compared entry with this formula, charge and spin: 72.0 kcal/mol

Last column: Mulliken charge in e.
Element x y z (Å)
C1 0.535 0.137 -0.324  -1.23
C2 -0.602 -0.577 -0.414  -0.13
C3 1.284 -0.030 -1.525  1.17
C4 0.788 -0.872 -2.570  -0.64
N1 2.372 0.450 -1.998  0.62
N2 3.194 0.637 -2.730  -0.59
S1 -0.693 -1.450 -1.932  0.03
H1 0.849 0.742 0.506  0.36
H2 -1.396 -0.662 0.300  0.42

no.,electronic energy (Ha)
1,-4761.34565
2,-1013.39297
3,-6171.01093
4,-363.69620
5,-653.38242
6,-598.39301
7,-2276.22856
8,-661.18317